No. 1
The following is a quantum chemistry calculation of C5H12O2 in the gas phase in a non-equilibrium geometry, from OMol25.

ORCA input file:
```
! RIJCOSX wB97M-V def2-TZVPD def2/J DEFGRID3
* xyz 0 1
C 1.777 1.325 1.054
O 2.888 0.666 0.449
C 0.463 0.507 1.112
C 0.385 -0.725 0.206
C -0.531 -0.545 -1.012
C -1.981 -0.444 -0.560
O -2.884 -0.448 -1.680
H 2.113 1.488 2.073
H 1.612 2.221 0.453
H 2.646 0.376 -0.414
H -0.364 1.164 0.934
H 0.274 0.196 2.146
H 0.041 -1.632 0.717
H 1.396 -1.063 -0.048
H -0.303 0.340 -1.611
H -0.472 -1.406 -1.678
H -2.189 0.453 0.010
H -2.262 -1.290 0.079
H -2.609 -1.186 -2.229
*
```

Properties
- HOMO energy: -0.379 Eh
- Lowest unoccupied orbital energy: 0.8430 eV

Want to see where the charge sits? The Löwdin charges in e are: number 1, C, carries -0.23; number 2, O, carries -0.08; number 3, C, carries -0.17; number 4, C, carries -0.21; number 5, C, carries -0.19; number 6, C, carries -0.27; number 7, O, carries -0.08; number 8, H, carries 0.11; number 9, H, carries 0.11; number 10, H, carries 0.05; number 11, H, carries 0.09; number 12, H, carries 0.11; number 13, H, carries 0.11; number 14, H, carries 0.10; number 15, H, carries 0.12; number 16, H, carries 0.11; number 17, H, carries 0.11; number 18, H, carries 0.12; number 19, H, carries 0.07

No. 2
The following is a quantum chemistry calculation of 2 unconnected molecules or ions with the total composition C6H16NO in a non-equilibrium geometry, from OMol25.

ORCA input file:
```
! RIJCOSX wB97M-V def2-TZVPD def2/J DEFGRID3
* xyz 1 1
C 2.512 1.128 -0.566
C 1.092 0.493 -0.276
C 0.919 -0.231 1.088
C -0.553 -0.528 1.338
C -1.174 -1.636 0.929
C -1.248 0.489 2.162
N 0.596 -0.278 -1.456
H 2.555 1.878 -1.357
H 3.284 0.365 -0.623
H 2.796 1.688 0.314
H 0.596 1.447 -0.112
H 1.087 0.553 1.880
H 1.594 -1.097 1.270
H -0.560 -2.431 0.461
H -2.221 -1.933 0.893
H -0.638 0.688 3.064
H -1.491 1.414 1.631
H -2.233 0.178 2.492
H 1.329 -0.954 -1.677
H 0.438 0.344 -2.240
H -0.198 -0.770 -1.051
H -2.605 -0.228 -1.907
H -2.043 0.953 -2.834
O -1.829 0.233 -2.240
*
```

Properties
- HOMO energy: -0.493 Eh
- Lowest unoccupied orbital energy: -3.0582 eV

Want to see where the charge sits? The Löwdin charges in e are: number 1, C, carries -0.03; number 2, C, carries -0.32; number 3, C, carries -0.11; number 4, C, carries -0.39; number 5, C, carries 0.04; number 6, C, carries -0.06; number 7, N, carries 0.21; number 8, H, carries 0.09; number 9, H, carries 0.08; number 10, H, carries 0.08; number 11, H, carries 0.14; number 12, H, carries 0.13; number 13, H, carries 0.14; number 14, H, carries 0.08; number 15, H, carries 0.08; number 16, H, carries 0.10; number 17, H, carries 0.09; number 18, H, carries 0.09; number 19, H, carries 0.18; number 20, H, carries 0.16; number 21, H, carries 0.10; number 22, H, carries 0.07; number 23, H, carries 0.06; number 24, O, carries -0.04

No. 3
The following is a quantum chemistry calculation of 3 unconnected molecules or ions with the total composition C4H5NO2, from OMol25.

ORCA input file:
```
! RIJCOSX wB97M-V def2-TZVPD def2/J DEFGRID3
* xyz 0 1
O 1.237 -2.285 -0.096
C 0.558 -1.308 -0.204
N -0.771 -1.016 -0.296
C -1.005 0.083 0.687
C 0.159 1.039 0.409
O 1.545 0.742 0.833
C 1.101 0.203 -0.302
H -0.308 -0.160 -1.571
H -1.089 -0.297 1.712
H -1.936 0.593 0.427
H 0.019 2.087 0.167
H 0.489 0.319 -1.767
*
```

Properties
- HOMO energy (spin up / spin down): -0.355 / -0.355 Eh
- Lowest unoccupied orbital energy (spin up / spin down): -1.5488 / -1.5514 eV

Want to see where the charge sits? The Löwdin charges in e are: number 1, O, carries 0.15; number 2, C, carries -0.50; number 3, N, carries 0.05; number 4, C, carries -0.13; number 5, C, carries -0.19; number 6, O, carries 0.13; number 7, C, carries -0.20; number 8, H, carries 0.16; number 9, H, carries 0.13; number 10, H, carries 0.12; number 11, H, carries 0.15; number 12, H, carries 0.16

No. 4
The following is a quantum chemistry calculation of 6 unconnected molecules or ions with the total composition C5H24N2O6 in a non-equilibrium geometry, from OMol25.

ORCA input file:
```
! RIJCOSX wB97M-V def2-TZVPD def2/J DEFGRID3
* xyz -1 2
C -1.335 -0.326 1.849
N -0.304 -0.162 0.822
C -0.786 0.663 -0.321
C 0.095 1.895 -0.612
C -0.166 3.088 0.331
O 0.987 3.561 1.023
C -0.827 -0.204 -1.579
N -1.734 -1.347 -1.369
H -1.005 -1.068 2.578
H -2.296 -0.654 1.446
H -1.472 0.616 2.384
H -0.043 -1.075 0.470
H -1.810 0.998 -0.149
H -0.086 2.227 -1.641
H 1.156 1.638 -0.622
H -0.498 3.967 -0.219
H -0.930 2.840 1.082
H 1.546 2.815 1.302
H -1.144 0.408 -2.432
H 0.161 -0.627 -1.790
H -2.592 -1.011 -0.922
H -1.963 -1.802 -2.243
H -4.780 0.719 -0.674
H -4.669 -0.041 0.656
O -4.313 -0.026 -0.250
H 3.223 -0.222 1.089
H 4.319 -1.267 1.197
O 3.963 -0.634 0.569
H 3.349 -1.575 -0.812
H 3.461 -1.843 -2.373
O 3.027 -2.155 -1.554
H 1.649 -3.309 -1.226
H 0.144 -3.454 -1.575
O 0.821 -3.730 -0.910
H 1.072 0.252 1.539
H 1.821 0.329 2.945
O 1.957 0.518 1.990
*
```

Properties
- HOMO energy (spin up / spin down): 0.017 / -0.233 Eh
- Lowest unoccupied orbital energy (spin up / spin down): 2.5825 / 2.5355 eV

Want to see where the charge sits? The Löwdin charges in e are: number 1, C, carries -0.16; number 2, N, carries -0.09; number 3, C, carries -0.35; number 4, C, carries -0.13; number 5, C, carries -0.26; number 6, O, carries -0.10; number 7, C, carries -0.27; number 8, N, carries -0.01; number 9, H, carries 0.07; number 10, H, carries 0.04; number 11, H, carries 0.06; number 12, H, carries 0.11; number 13, H, carries 0.11; number 14, H, carries 0.11; number 15, H, carries 0.11; number 16, H, carries 0.10; number 17, H, carries 0.10; number 18, H, carries 0.06; number 19, H, carries 0.10; number 20, H, carries 0.10; number 21, H, carries 0.00; number 22, H, carries 0.05; number 23, H, carries -0.06; number 24, H, carries -0.07; number 25, O, carries -0.41; number 26, H, carries 0.01; number 27, H, carries 0.05; number 28, O, carries -0.08; number 29, H, carries 0.01; number 30, H, carries 0.06; number 31, O, carries -0.10; number 32, H, carries -0.02; number 33, H, carries 0.03; number 34, O, carries -0.12; number 35, H, carries 0.01; number 36, H, carries 0.07; number 37, O, carries -0.12

Table of molar mass (g mol⁻¹), in record order: 104.149 118.200 99.089 208.255